A 2-piece molecular cluster, C5H13ClN2O5P overall at a distorted geometry, computed with ωB97M-V with the def2-TZVPD basis set.

Geometry (Å):
Cl1 -3.80 3.83 -0.65
P1 -1.08 0.10 -1.00
O1 -0.13 -0.96 -1.86
O2 -1.52 1.09 -2.30
O3 -0.12 0.83 -0.09
O4 2.22 -0.30 -0.70
O5 -2.36 -0.44 -0.45
N1 -0.65 -0.60 2.11
N2 0.24 -1.16 1.48
C1 2.72 -1.25 1.55
C2 -2.68 1.80 -2.12
C3 2.69 -1.41 0.04
C4 1.37 -1.64 2.28
C5 -2.54 2.69 -0.91
H1 -2.44 1.87 -0.08
H2 2.14 -2.24 -0.35
H3 -3.57 1.10 -1.76
H4 -1.46 -0.29 1.53
H5 -1.59 3.22 -1.15
H6 0.77 -0.87 -1.59
H7 1.48 -2.73 2.23
H8 3.73 -1.66 -0.16
H9 -2.93 2.37 -3.11
H10 3.64 -1.79 2.02
H11 1.57 0.04 -0.07
H12 1.48 -1.43 3.36
H13 2.81 -0.15 1.75

Spin multiplicity: 1
Energy above the lowest of the compared OMol25 structures with the same formula, charge and spin in kcal/mol: 10.1
Charge: -1
Molecular weight in g/mol: 247.60


A 6-piece molecular cluster, C27H49NO13S5 overall at a distorted geometry, computed with ωB97M-V with the def2-TZVPD basis set.

Geometry (Å):
S1 -3.67 -0.41 6.03
S2 1.36 -3.06 3.82
S3 4.03 -1.26 -8.99
S4 -1.91 5.16 6.91
S5 1.99 -0.94 -4.35
O1 2.47 -2.89 4.73
O2 3.56 -2.43 -8.27
O3 0.61 -1.03 -4.77
O4 -3.33 5.42 6.81
O5 2.60 -1.93 -3.48
O6 -2.51 -1.22 6.33
O7 -5.24 -1.07 0.66
O8 -5.02 -0.88 6.24
O9 -1.67 1.09 -1.21
O10 -1.38 3.85 7.22
O11 1.47 -2.81 2.40
O12 -3.26 0.10 0.30
O13 4.35 -0.03 -8.33
N1 -1.20 -1.90 -2.24
C1 5.40 -1.73 -10.04
C2 -3.95 1.64 4.43
C3 -3.61 -3.60 -1.06
C4 0.10 6.78 7.35
C5 0.27 -2.58 -0.18
C6 -2.33 0.13 -0.78
C7 0.10 -1.70 -1.51
C8 -2.24 -1.35 -1.35
C9 3.25 1.39 -4.59
C10 -1.09 5.77 5.44
C11 2.88 -0.91 -10.31
C12 2.26 0.69 -3.66
C13 -3.35 -2.06 -0.79
C14 3.02 -0.72 -5.79
C15 3.06 0.79 -5.99
C16 -4.13 -1.03 0.12
C17 -3.54 0.18 4.35
C18 -1.19 6.34 8.04
C19 -3.50 1.19 6.81
C20 -0.27 6.99 5.88
C21 4.88 -1.65 -11.48
C22 -1.22 -3.11 4.27
C23 0.66 -4.69 4.05
C24 -3.27 2.20 5.68
C25 3.77 -0.60 -11.51
C26 -0.04 -2.16 4.45
C27 -0.71 -4.48 4.71
H1 1.32 -5.28 4.69
H2 3.20 -0.64 -12.45
H3 -3.66 3.18 5.95
H4 -1.36 -2.92 -2.35
H5 3.09 2.47 -4.59
H6 2.28 -1.81 -10.49
H7 -0.69 -2.74 0.42
H8 -5.04 1.72 4.53
H9 0.86 6.00 7.44
H10 -0.88 7.89 5.78
H11 2.66 0.60 -2.65
H12 1.30 1.21 -3.63
H13 0.49 7.70 7.80
H14 4.48 -2.62 -11.78
H15 0.62 7.11 5.26
H16 -2.20 2.30 5.50
H17 0.56 -5.16 3.07
H18 0.14 -1.95 5.51
H19 2.12 1.14 -6.42
H20 0.73 -3.61 -0.38
H21 4.20 0.40 -11.41
H22 -1.84 6.04 4.69
H23 -1.02 5.87 9.01
H24 -4.64 -3.84 -0.59
H25 -2.08 -2.79 4.86
H26 -1.40 -5.28 4.43
H27 -0.45 4.97 5.06
H28 -2.49 0.08 4.04
H29 -4.18 -0.41 3.69
H30 5.72 -2.74 -9.79
H31 5.69 -1.40 -12.18
H32 -3.65 2.19 3.53
H33 4.01 -1.12 -5.56
H34 -4.42 1.40 7.35
H35 -0.60 -4.50 5.80
H36 0.99 -2.03 0.53
H37 2.23 -0.08 -10.03
H38 -0.16 -1.22 3.90
H39 6.21 -1.02 -9.87
H40 3.86 1.08 -6.66
H41 -2.66 1.16 7.50
H42 0.31 -0.61 -1.22
H43 0.96 -2.02 -2.22
H44 -2.79 -4.29 -0.68
H45 -3.73 -3.81 -2.18
H46 4.27 1.21 -4.25
H47 -1.89 7.17 8.14
H48 -1.52 -3.14 3.22
H49 2.59 -1.26 -6.63

Spin multiplicity: 1
SMILES: CCNC1=C(C)C(=O)OC1=O.O=S1(=O)CCCC1.O=S1(=O)CCCC1.O=S1(=O)CCCC1.O=S1(=O)CCCC1.O=S1(=O)CCCC1
Charge: 0
Molecular weight in g/mol: 756.02


Number 1: electronic energy -1485.6843 Eh, lowest unoccupied orbital energy 3.262 eV, Kohn-Sham gap 8.59 eV. Number 2: electronic energy -4081.8937 Eh, lowest unoccupied orbital energy -0.333 eV, Kohn-Sham gap 8.51 eV.